C44H121N11O11 | ωB97M-V/def2-TZVPD

```
187
Properties=species:S:1:pos:R:3:forces:R:3:mulliken_charge:R:1
C 3.362 -3.754 9.222 0.2951 1.8247 -1.2477 -1.366
C 2.260 -3.897 8.176 -0.1909 -0.9044 1.5451 0.590
C 2.707 -3.588 6.734 0.8335 0.0376 0.3225 -0.651
O 2.916 -2.176 6.496 -0.9355 -0.1222 0.0732 -0.296
C 3.415 -1.798 5.206 0.2795 -1.0465 0.4840 -0.720
N 1.742 -5.293 8.348 -0.3117 0.3720 -1.2743 -0.790
H 3.013 -3.792 10.254 0.0858 -0.3395 -0.1392 0.389
H 3.686 -2.734 9.016 0.3071 0.3790 0.5872 0.329
H 4.261 -4.329 8.999 -0.3399 -0.5791 0.2437 0.320
H 1.438 -3.240 8.461 0.1150 0.6077 -0.2292 0.273
H 1.987 -4.101 6.096 -0.1726 0.4822 -0.5739 0.306
H 3.683 -4.047 6.575 0.0932 -0.4580 -0.0924 0.271
H 3.684 -0.742 5.182 -0.3072 -0.0495 0.3934 0.241
H 2.741 -2.019 4.378 -0.4035 0.0266 0.1217 0.298
H 4.325 -2.363 5.004 0.2760 -0.0863 -0.0682 0.308
H 1.395 -5.417 9.289 0.5681 0.1937 0.5468 0.282
H 0.854 -5.316 7.868 -0.2280 -0.3460 -0.7001 0.217
C 3.081 -5.515 -6.046 0.8101 0.7655 -0.2773 -1.379
C 4.258 -6.514 -6.003 -0.3604 2.5265 -0.0069 0.612
C 5.249 -6.194 -4.875 -0.0232 -1.2669 0.8645 -0.792
O 6.449 -7.011 -4.881 -0.8839 0.1877 -0.3910 -0.360
C 7.253 -6.935 -6.050 -0.1363 0.1881 0.7998 -0.616
N 3.567 -7.761 -5.911 1.1666 -1.9605 0.3032 -0.750
H 2.638 -5.424 -5.054 -0.2237 -0.2409 -0.0930 0.299
H 2.363 -5.872 -6.784 -0.1580 -0.0854 0.2888 0.356
H 3.347 -4.507 -6.366 0.2853 0.1257 0.0340 0.370
H 4.846 -6.437 -6.917 -0.1081 0.1476 -0.3169 0.173
H 4.844 -6.445 -3.895 -0.4859 -0.2947 -0.0416 0.369
H 5.430 -5.129 -4.734 0.4780 0.2592 -0.8305 0.392
H 7.639 -5.916 -6.088 0.2677 0.0455 -0.5385 0.278
H 6.720 -7.209 -6.961 -0.0351 0.1169 -0.0781 0.253
H 8.061 -7.652 -5.906 0.0430 0.1528 -0.0084 0.250
H 3.557 -8.139 -6.848 -0.6697 -0.0285 -0.4174 0.267
H 4.256 -8.389 -5.522 0.0250 -0.6343 0.7095 0.277
C 1.124 5.368 3.968 0.0242 0.2586 0.1729 -1.367
C 0.335 6.064 5.109 1.2593 -0.4283 -1.0010 0.385
C 0.523 7.592 5.171 -0.2181 -0.2432 0.3691 -0.748
O -0.189 8.071 6.330 0.6570 -0.3235 -0.1950 -0.308
C -0.130 9.470 6.420 -0.0438 0.6221 -0.6564 -0.763
N -1.043 5.646 4.992 0.3030 0.2085 0.8175 -0.627
H 0.682 5.623 3.005 0.0763 0.3426 -0.1279 0.237
H 1.062 4.280 3.988 -0.2826 -0.0061 0.5190 0.342
H 2.193 5.581 3.941 -0.0316 0.3605 0.0501 0.393
H 0.714 5.730 6.075 0.0201 -0.2639 0.0955 0.233
H 0.159 8.143 4.304 -0.2530 -0.1856 -0.3871 0.377
H 1.589 7.807 5.241 0.2290 0.1422 0.2729 0.389
H -0.650 9.861 7.295 -0.0797 -0.4301 -0.0103 0.262
H -0.556 9.909 5.518 -0.5256 0.1454 -0.1132 0.323
H 0.874 9.895 6.408 0.4981 -0.3923 0.3729 0.300
H -1.444 6.278 5.669 -1.2844 -0.0683 -0.1698 0.331
H -1.359 5.846 4.054 -0.3727 0.2393 -0.0316 0.242
C -2.481 0.201 8.104 -0.5400 -0.3468 0.8659 -1.430
C -3.698 1.083 8.351 -0.0465 -0.5949 -0.9048 0.462
C -3.440 2.191 9.396 -0.0257 -1.6501 0.2345 -0.542
O -3.253 1.594 10.726 -0.7913 1.0866 -1.5953 -0.297
C -3.468 2.553 11.734 0.3490 0.0563 0.6188 -0.721
N -4.181 1.584 7.045 0.6000 0.9665 0.4007 -0.750
H -1.584 0.808 7.977 0.0788 -0.2020 -0.3318 0.320
H -2.684 -0.511 7.304 0.2272 0.4041 -0.3559 0.396
H -2.355 -0.439 8.977 0.3255 0.1773 0.2293 0.332
H -4.542 0.429 8.568 0.1207 0.0224 1.1704 0.276
H -4.300 2.855 9.311 -0.1445 0.2222 0.7038 0.314
H -2.543 2.750 9.128 0.1514 0.1230 -0.0751 0.301
H -3.613 2.023 12.675 -0.2003 -0.0499 -0.0721 0.247
H -4.302 3.229 11.546 -0.3782 -0.2528 -0.1400 0.312
H -2.615 3.212 11.900 0.4242 0.0304 -0.2362 0.289
H -4.912 2.253 7.241 -0.6574 -0.0112 -0.0326 0.241
H -3.473 2.203 6.676 0.5253 0.0227 -0.5004 0.249
C -2.896 -8.250 9.312 0.2509 -0.5442 -0.0660 -1.377
C -3.718 -6.995 9.126 0.3729 0.5035 -1.0898 0.544
C -3.958 -6.656 7.622 0.7795 0.2174 0.0184 -0.672
O -2.768 -6.260 6.909 -0.5666 -0.2713 0.4997 -0.261
C -3.054 -5.801 5.594 0.3113 0.4368 0.5935 -0.729
N -4.988 -7.070 9.842 -0.5431 -0.5970 0.1657 -0.692
H -2.606 -8.444 10.345 -0.5978 -0.0280 0.1888 0.343
H -1.927 -8.266 8.813 -0.1441 0.5579 -0.4461 0.339
H -3.449 -9.086 8.884 -0.0579 -0.3063 0.2700 0.336
H -3.146 -6.172 9.556 -0.0603 0.2647 -0.0816 0.200
H -4.671 -5.831 7.627 -0.1247 0.2794 -0.2162 0.303
H -4.400 -7.476 7.056 -0.2717 -0.4038 0.2507 0.323
H -2.178 -5.233 5.281 -0.0323 -0.0599 -0.1001 0.199
H -3.907 -5.123 5.622 -0.1542 0.1082 -0.1202 0.328
H -3.245 -6.583 4.859 -0.0529 -0.3439 0.1554 0.294
H -5.719 -6.457 9.511 0.4403 0.9548 -0.1335 0.251
H -5.470 -7.942 9.674 0.4815 -0.7488 0.1163 0.269
C -4.452 7.583 0.489 -1.3915 -0.2432 0.3749 -1.396
C -4.528 6.180 -0.134 1.0034 0.8803 0.1247 0.552
C -5.094 6.188 -1.541 -0.7008 0.3434 0.6138 -0.820
O -6.431 6.674 -1.554 -0.3527 0.5070 0.1268 -0.378
C -7.388 5.631 -1.407 0.1195 -0.0421 -0.5494 -0.688
N -3.172 5.673 -0.176 0.3647 -1.6003 0.1786 -0.656
H -4.171 7.543 1.542 0.2333 -0.2978 -0.0533 0.313
H -5.477 7.953 0.495 0.0136 0.4540 -0.1324 0.351
H -3.800 8.317 0.014 0.0323 -0.3039 -0.4067 0.327
H -5.136 5.540 0.505 0.1260 -0.0603 0.2021 0.289
H -5.118 5.214 -2.030 0.5161 -0.2753 0.1115 0.422
H -4.371 6.840 -2.032 -0.6348 0.3210 -0.8549 0.406
H -7.106 4.906 -0.644 0.1984 -0.1674 -0.0715 0.299
H -7.517 5.169 -2.386 0.1428 -0.5490 -0.0108 0.270
H -8.394 5.960 -1.146 0.2982 0.7745 0.1742 0.265
H -2.549 6.110 -0.840 -0.1501 0.8572 -0.0443 0.226
H -3.239 4.746 -0.572 0.2277 -0.5958 0.2307 0.216
C 2.199 7.884 -0.486 1.0827 -0.7957 0.1592 -1.489
C 2.518 7.187 -1.845 1.4152 0.3843 1.1622 0.489
C 3.145 5.752 -1.826 -0.2310 1.1302 1.2972 -0.682
O 4.260 5.773 -0.922 0.2170 0.5077 0.1692 -0.307
C 4.967 4.546 -0.838 -0.9754 -0.4508 -1.6538 -0.729
N 1.243 7.253 -2.450 -1.6369 -0.0502 -1.4713 -0.659
H 1.437 7.340 0.072 0.2018 -0.3283 0.0548 0.354
H 1.739 8.854 -0.672 0.2690 0.1588 -0.1884 0.435
H 3.100 8.030 0.110 -0.1369 -0.0578 0.1407 0.314
H 3.174 7.867 -2.388 0.7535 -0.1005 0.1005 0.223
H 3.465 5.398 -2.806 0.0149 0.2099 -0.2724 0.393
H 2.341 5.105 -1.478 0.0189 -0.4333 0.2216 0.339
H 4.295 3.800 -0.414 0.3375 -0.2577 0.4572 0.295
H 5.977 4.543 -0.430 -0.4427 0.7828 0.7450 0.272
H 5.152 4.224 -1.863 -0.0050 -0.3302 -0.3684 0.275
H 1.293 7.176 -3.456 0.0500 -0.4630 -0.3579 0.239
H 1.059 8.238 -2.328 -0.9724 0.0801 -0.1807 0.242
C 0.843 -0.020 -2.357 0.3001 1.0855 0.2569 -1.400
C -0.286 -0.959 -2.050 1.9883 -0.1877 1.2046 0.293
C -1.201 -0.367 -0.992 0.8718 -0.8575 0.7498 -0.522
O -0.460 -0.194 0.227 -0.0418 0.1253 -1.5626 -0.272
C -1.252 0.152 1.302 -0.5722 -0.6316 1.2118 -0.766
N -0.932 -1.240 -3.251 -1.2660 -0.4582 -1.5139 -0.637
H 0.332 0.858 -2.750 0.1972 0.5221 -0.0437 0.311
H 1.559 -0.300 -3.129 -0.1918 -0.5547 0.1199 0.347
H 1.376 0.280 -1.455 0.0121 0.0040 -0.0439 0.336
H 0.114 -1.917 -1.719 0.0593 -0.0230 0.5964 0.334
H -1.978 -1.117 -0.848 -0.4775 0.0888 0.2846 0.334
H -1.640 0.563 -1.355 -0.0736 0.2998 0.0936 0.302
H -1.917 -0.662 1.590 -0.3377 -0.4004 -0.1754 0.305
H -1.914 1.006 1.152 0.3179 0.4526 -0.1124 0.282
H -0.613 0.244 2.180 0.0863 0.5746 -0.1385 0.271
H -1.676 -1.894 -3.056 -0.4261 0.0149 -0.4817 0.255
H -1.304 -0.370 -3.606 -0.4448 -0.0392 -0.4642 0.225
C -5.091 -7.779 -2.943 -0.9652 0.5130 -0.7004 -1.308
C -4.317 -7.980 -4.275 0.5378 0.7657 2.2196 0.531
C -3.479 -6.716 -4.679 -1.3605 -0.0306 -0.4263 -0.667
O -4.324 -5.633 -5.221 0.6802 -1.6881 -0.4459 -0.322
C -4.766 -5.870 -6.590 0.0405 0.3590 0.9801 -0.738
N -3.469 -9.140 -3.967 -0.1871 -0.0642 -1.1010 -0.705
H -4.483 -7.861 -2.042 0.2410 0.0073 -0.1846 0.354
H -5.906 -8.500 -2.874 0.2621 -0.3941 0.0501 0.319
H -5.634 -6.834 -2.906 0.3127 0.3387 -0.1047 0.327
H -5.064 -8.188 -5.041 0.2991 -0.2599 -0.1868 0.249
H -2.705 -7.051 -5.370 -0.0610 0.1824 -0.5788 0.335
H -2.921 -6.321 -3.831 -0.3601 0.1825 0.1910 0.289
H -5.739 -5.389 -6.691 0.1328 0.2277 0.0041 0.268
H -4.940 -6.912 -6.859 0.2788 -0.2260 0.3249 0.321
H -4.058 -5.439 -7.299 0.0678 0.0351 -0.0001 0.260
H -2.917 -9.003 -3.132 -0.0569 0.2087 0.0625 0.244
H -2.830 -9.334 -4.725 0.1475 -0.1480 -0.1001 0.242
C -0.166 2.080 -8.341 0.8231 -1.0180 1.0746 -1.498
C -1.436 2.572 -8.940 -1.0229 -0.7970 0.8249 0.666
C -2.560 2.902 -7.808 1.4248 -1.2003 -1.2706 -0.704
O -2.847 1.804 -6.946 0.2717 -0.5397 -1.0014 -0.249
C -3.520 0.703 -7.599 -0.6400 0.8937 0.3486 -0.756
N -1.137 3.735 -9.679 0.0312 2.1890 -0.4546 -0.739
H 0.609 1.799 -9.054 -0.1686 0.2437 -0.5345 0.428
H -0.323 1.149 -7.797 -0.1570 0.0747 0.3074 0.307
H 0.313 2.796 -7.672 -0.2373 0.1591 0.1349 0.346
H -1.708 1.853 -9.712 -0.9146 -0.8698 0.6118 0.212
H -3.486 3.250 -8.265 -0.0715 0.1705 -0.2446 0.338
H -2.104 3.702 -7.225 -0.1977 -0.0859 0.2017 0.321
H -3.187 0.372 -8.583 1.0969 0.0571 0.2068 0.303
H -4.536 1.005 -7.855 -0.4465 0.1553 0.4082 0.314
H -3.562 -0.117 -6.883 0.1350 0.0755 -0.1707 0.225
H -0.354 3.530 -10.284 0.0365 0.2420 -0.1833 0.252
H -1.929 3.982 -10.256 0.0437 0.2407 -0.2312 0.233
C 6.436 0.152 -8.477 0.0546 0.8913 1.3133 -1.426
C 7.460 1.314 -8.539 0.7872 -1.1097 -0.1672 0.504
C 8.614 1.307 -7.472 -1.5969 0.0807 -1.1441 -0.756
O 8.045 1.352 -6.211 1.4574 -0.9282 1.9682 -0.306
C 9.070 1.093 -5.168 -1.8900 0.3972 -0.4569 -0.700
N 8.065 1.176 -9.868 0.6633 0.4129 -0.2662 -0.721
H 5.839 0.192 -7.566 -0.1334 0.2507 0.0156 0.344
H 6.916 -0.824 -8.402 0.2691 0.0006 -0.4638 0.356
H 5.760 0.224 -9.329 0.1734 -0.1618 -0.0416 0.390
H 6.990 2.296 -8.482 -0.3247 -0.1179 0.0239 0.254
H 9.228 2.196 -7.621 0.2899 0.1991 -0.2948 0.335
H 9.229 0.425 -7.651 0.1293 -0.3333 0.1650 0.366
H 9.586 2.022 -4.927 0.2355 -0.0709 -0.1504 0.272
H 9.750 0.280 -5.423 0.0402 0.1390 -0.3510 0.316
H 8.501 0.774 -4.295 0.0607 0.1038 0.0226 0.242
H 8.231 0.206 -10.095 -0.4562 -0.3952 0.0807 0.277
H 9.018 1.506 -9.811 0.2365 0.6405 -0.2503 0.251
```
Positions in Å, forces in eV/Å.

- Structure (SMILES): COC[C@H](C)N.COC[C@H](C)N.COC[C@H](C)N.COC[C@H](C)N.COC[C@H](C)N.COC[C@H](C)N.COC[C@H](C)N.COC[C@H](C)N.COC[C@H](C)N.COC[C@H](C)N.COC[C@H](C)N
- Energy relative to the best compared isomer or geometry (same formula, charge and spin): 565.67 kJ/mol
- Kohn-Sham gap: 0.3446 Ha
- E_HOMO: -9.04 eV
- E_tot: -86493.3717 eV